[1]
9
Properties=species:S:1:pos:R:3:lowdin_charge:R:1 method="wB97M-V/def2-TZVPD" charge=+1 homo_lumo_gap_ev=8.34 lumo_ev=-5.840 smiles="C1#S2=C1[NH2+]C2"
S 1.658 0.388 0.850 0.93
N -0.804 -0.280 -0.256 0.10
C 0.659 -0.979 1.971 -0.08
C 0.402 0.616 -0.623 -0.24
C -0.108 -0.786 0.982 -0.27
H -1.142 -1.033 -0.822 0.17
H 0.796 0.207 -1.501 0.08
H 0.235 1.646 -0.689 0.08
H -1.695 0.220 0.089 0.23

---

[2]
12
Properties=species:S:1:pos:R:3:lowdin_charge:R:1 method="wB97M-V/def2-TZVPD" s2=0.75 charge=+1 homo_lumo_gap_ev="6.21 / 7.45" lumo_ev="-3.871 / -3.877" multiplicity=2
Rb 0.379 1.715 0.332 0.95
Na 3.230 -1.482 1.429 0.80
O -3.730 -1.465 -0.738 0.23
O -2.751 0.606 -0.631 0.14
O 1.364 -1.154 0.439 -0.54
C 0.735 -2.328 0.045 -0.53
C -0.564 -2.586 0.731 0.03
C -3.427 -0.340 -0.769 -0.37
H -1.095 -3.524 0.548 0.05
H 1.362 -3.244 0.197 0.10
H 0.572 -2.348 -1.057 0.11
H -0.776 -2.053 1.663 0.05

---

[3]
11
Properties=species:S:1:pos:R:3:lowdin_charge:R:1 method="wB97M-V/def2-TZVPD" s2=3.76 charge=+1 homo_lumo_gap_ev="6.79 / 6.85" lumo_ev="-5.302 / -7.119" multiplicity=4
Ni -1.220 2.985 0.667 0.75
O -1.989 1.175 0.824 0.07
O -1.182 -0.943 0.548 0.11
O -0.214 0.953 -0.521 -0.04
C -1.514 0.220 0.257 -0.40
C 0.887 0.176 -0.631 -0.15
C 0.618 -1.167 0.006 -0.04
H 1.006 -1.194 1.034 0.14
H 1.804 0.681 -0.304 0.16
H 0.670 -0.838 -1.489 0.29
H 1.134 -2.048 -0.392 0.11

---

[4]
8
Properties=species:S:1:pos:R:3:lowdin_charge:R:1 method="wB97M-V/def2-TZVPD" charge=0 homo_lumo_gap_ev="7.03 / 6.90" lumo_ev="-0.462 / -0.619"
O 3.011 0.271 -0.238 0.00
C 2.093 -0.309 0.321 -0.09
C 0.263 0.124 -0.281 0.01
C -0.536 -0.924 0.302 -0.29
H 0.057 -1.778 0.647 0.05
H 2.784 1.016 -0.896 0.15
H -1.472 -1.303 -0.238 0.10
H -1.143 -0.566 1.126 0.07

---

Short version: energy relative to the best compared isomer or geometry (same formula, charge and spin) = 5.504, 0.902, 4.528, 6.935 eV, in the order given.
Short version: M = 86.14, 196.52, 146.75, 56.06 u, in the order given.